No. 1
Below is C14H43Cl2NNa2O12S as an isolated structure, with properties calculated with ωB97M-V/def2-TZVPD.

- E_HOMO (eV) = -9.2
- charge = 0
- multiplicity = 1

Geometry as XYZ:
```
75
Properties=species:S:1:pos:R:3:forces:R:3
Na -2.327668 -0.605208 -0.863761 0.2 -0.1 0.2
Na 0.488159 4.164537 -0.112566 0.2 -0.7 0.0
S 0.405352 0.767712 0.389664 -1.2 0.1 1.0
O 0.915669 2.031341 0.966442 0.2 -0.3 -1.1
O 0.867884 -0.415941 1.113486 0.4 0.2 -0.2
O -1.077136 0.800765 0.485045 -0.8 0.2 0.0
O 0.710470 0.644196 -1.046738 0.8 0.5 -0.6
Cl -3.299741 -1.840585 3.726497 0.1 0.0 0.0
C -2.294872 -0.403365 3.384743 -0.4 0.8 -0.1
C -2.575989 0.681852 4.423864 0.5 -1.1 0.5
Cl -4.281666 1.152321 4.469471 -0.1 0.4 -0.2
H -2.551428 -0.054513 2.388219 0.0 -0.1 0.0
H -1.242446 -0.679064 3.386200 0.0 -0.1 0.1
H -1.929397 1.551258 4.332717 -0.1 0.1 -0.4
H -2.365670 0.232903 5.395097 0.0 0.2 0.1
C 1.380096 1.848430 4.143611 0.7 0.5 -0.2
O 2.104413 2.641821 3.208211 -0.4 -0.1 -0.7
H 2.111601 1.413202 4.826184 -0.2 -0.1 0.1
H 0.701121 2.501616 4.704164 -0.2 -0.3 0.1
H 0.858935 1.033343 3.639236 -0.2 0.0 0.1
H 1.739634 2.419745 2.313082 0.5 0.1 1.0
C -0.800850 -3.328599 2.068436 1.2 0.1 0.1
O -1.087377 -2.310016 1.133998 -0.8 0.1 -0.5
H 0.228219 -3.682779 1.925225 0.0 -0.1 -0.1
H -0.811166 -2.947693 3.091853 -0.4 -0.1 0.1
H -1.459383 -4.184732 1.946492 -0.3 0.2 0.0
H -0.380667 -1.638105 1.146567 0.1 -0.2 0.2
C 4.111973 0.418333 -1.049278 -0.2 0.9 0.3
O 3.162207 0.086252 -2.048391 -0.1 0.0 0.4
H 3.888130 -0.067586 -0.093632 0.3 -0.4 -0.1
H 5.132658 0.242223 -1.383483 -0.1 -0.4 -0.1
H 4.055518 1.494145 -0.819149 0.1 0.0 -0.1
H 2.312991 0.268609 -1.592974 0.2 -0.4 -0.6
C 1.741293 2.940201 -3.474741 -0.3 -0.1 -0.6
O 1.470846 3.040424 -2.083320 -0.1 -0.1 -0.1
H 1.215156 2.092501 -3.926119 -0.2 0.0 0.2
H 1.377081 3.842372 -3.965645 0.2 0.1 0.0
H 2.784983 2.749421 -3.731691 0.2 0.3 0.4
H 1.246863 2.130149 -1.805785 0.1 0.1 0.4
C -1.914381 3.883303 2.113740 0.3 0.4 0.3
O -1.523786 3.521486 0.793839 -0.4 -0.3 0.2
H -2.301809 4.902920 2.095606 0.1 0.0 0.0
H -2.698969 3.250867 2.536504 0.0 -0.1 -0.3
H -1.037933 3.832384 2.770799 -0.1 0.1 0.1
H -1.426362 2.543604 0.828201 0.1 0.1 -0.5
C 3.406846 -2.107575 2.659032 0.0 0.3 0.0
O 2.422470 -1.179564 3.083069 0.0 -0.2 -0.6
H 3.895108 -1.722251 1.758661 0.2 -0.2 0.0
H 4.146568 -2.222863 3.451809 0.0 0.0 0.0
H 3.009449 -3.102550 2.425789 -0.2 0.0 0.0
H 2.025967 -0.819594 2.254066 0.1 -0.2 0.9
C -4.331841 0.676240 -3.492369 -0.1 -0.9 -0.1
O -3.185014 0.872702 -2.686656 -0.3 0.3 0.4
C -2.008130 1.167668 -3.421295 0.3 -0.8 -1.1
C -1.342252 -0.112914 -3.937464 0.1 -0.1 1.4
N -0.842072 -0.898149 -2.789527 -0.4 0.2 -1.0
C 0.030393 -1.991041 -3.246102 -0.8 -0.6 0.7
C 0.339174 -2.830109 -2.023610 0.3 -0.1 1.0
O 0.892096 -4.101925 -2.314127 0.0 0.3 -0.2
C 1.313032 -4.744961 -1.115800 0.1 0.4 -0.7
H -4.602072 1.579740 -4.038222 0.0 0.0 -0.1
H -5.174149 0.338876 -2.887984 0.1 0.4 0.4
H -4.176272 -0.180528 -4.156576 0.1 0.3 -0.4
H -1.349902 1.736873 -2.765855 0.0 0.0 0.0
H -2.188427 1.727713 -4.345863 -0.5 0.5 0.4
H -0.544538 0.162185 -4.635912 0.0 0.0 -0.1
H -2.079581 -0.727692 -4.455821 0.0 0.1 -0.3
H -0.346000 -0.255807 -2.177350 0.6 -0.2 -0.2
H 0.922513 -1.638939 -3.767115 0.1 0.0 0.0
H -0.560745 -2.628305 -3.909271 0.1 0.1 -0.3
H -0.547738 -2.987199 -1.397422 -0.5 0.0 -0.4
H 0.960937 -2.251189 -1.325228 0.5 -0.1 -0.2
H 1.649233 -5.746249 -1.373260 0.0 0.0 -0.1
H 0.489776 -4.808997 -0.400825 0.0 0.1 0.1
H 2.152616 -4.169650 -0.718690 0.0 -0.1 0.4
```
Forces are in eV/Å.

=====

No. 2
Below is C14H43FeO8 as an isolated structure, with properties calculated with ωB97M-V/def2-TZVPD.

- E_HOMO (alpha / beta) (eV) = -3.8 / -8.4
- charge = 0
- <S²> = 8.7589
- relative energy (zero: lowest compared OMol25 entry of this formula, charge and spin) (kJ/mol) = 160.6
- multiplicity = 6

Geometry as XYZ:
```
66
Properties=species:S:1:pos:R:3:forces:R:3
Fe 0.429654 -0.188963 1.962714 2.1 0.0 0.6
O -0.391324 0.638740 0.382070 0.3 -1.1 -0.4
H -0.027673 -0.064962 -0.189839 -0.5 0.4 -0.1
C 1.244256 -4.222474 0.718758 -0.4 0.4 0.1
C 0.503314 -2.951492 0.185176 0.0 -1.5 0.2
O 1.123551 -1.853741 0.778347 0.1 1.1 -0.3
H 2.162618 -3.980314 1.253595 0.2 0.7 -0.6
H 1.539334 -4.843486 -0.127036 -0.4 -0.5 0.4
H 0.751428 -4.696551 1.567572 -0.7 -0.6 -0.6
H -0.559153 -2.824585 0.392911 -0.1 -0.7 0.2
H 0.589085 -2.901969 -0.900313 0.1 0.0 -0.1
H 1.966728 -1.835725 0.319729 1.1 0.6 0.4
C -1.121201 1.137793 5.225400 -0.6 1.2 0.2
C -1.573273 1.823047 3.938296 2.1 -0.6 0.3
O -0.755071 1.188450 2.904542 -1.7 0.7 0.2
H -0.155404 1.530332 5.543596 0.2 -0.5 -0.3
H -1.131376 0.055785 5.094020 0.0 0.2 0.3
H -1.794904 1.480669 6.010687 -0.2 -0.4 0.2
H -1.201397 2.845964 3.879475 -0.7 0.3 0.5
H -2.647319 1.730601 3.777136 0.1 -0.1 -0.4
H -1.124273 1.476029 2.066332 -0.1 0.4 -0.6
C -2.491575 -1.343142 2.558596 0.7 -0.8 1.3
C -1.464019 -2.291592 3.209592 -1.0 0.0 -0.4
O -0.239428 -1.581006 3.475142 -0.7 -0.6 -0.2
H -3.388841 -1.864127 2.224531 0.2 -0.1 -0.1
H -1.983362 -0.837038 1.737815 -0.5 0.3 0.0
H -2.769008 -0.703982 3.396808 -0.2 0.7 -0.6
H -1.310462 -3.151604 2.557756 0.4 -0.1 0.1
H -1.764614 -2.626807 4.202243 -0.6 -0.3 -0.2
H 0.083136 -2.041453 4.253312 1.0 0.4 0.0
C 0.247344 3.615315 -0.280361 -0.8 1.2 1.3
C 0.492632 3.278925 -1.734729 1.2 0.7 2.1
O 0.534699 1.885361 -1.722586 -0.2 -0.6 -2.2
H -0.792762 3.406571 -0.029948 -0.4 0.3 -0.3
H 0.447001 4.652671 -0.011808 -0.1 0.2 -0.2
H 0.723364 3.015348 0.495237 0.9 -0.2 -0.6
H 1.482245 3.633248 -2.023182 0.0 0.2 -0.3
H -0.271397 3.819073 -2.293820 -0.2 -0.6 -0.6
H 0.169643 1.621386 -0.874853 -0.3 -0.7 0.7
C 1.606783 0.985422 -4.963693 0.2 0.8 -0.7
C 0.449400 0.013469 -4.957687 -0.4 1.9 0.3
O 0.093946 -0.112688 -3.618697 -0.5 -3.2 1.3
H 2.518697 0.456827 -4.686022 0.0 0.1 -0.1
H 1.451435 1.777732 -4.231428 -0.1 -0.1 0.2
H 1.750352 1.536569 -5.893058 0.2 -0.3 -0.3
H 0.745769 -0.883438 -5.501583 -0.1 -0.6 0.8
H -0.499080 0.334260 -5.388459 0.3 0.5 -1.1
H 0.164594 0.650690 -3.040885 0.4 0.9 -0.3
C 3.001625 -0.381659 -1.755065 0.5 -0.4 0.1
C 4.181226 -1.148682 -1.105222 0.5 0.7 0.2
O 3.828081 -2.312536 -0.355556 -1.0 -0.1 -0.5
H 2.318614 -0.962266 -2.375150 0.4 -0.5 -0.1
H 3.473672 0.339436 -2.422369 -0.1 0.1 0.0
H 2.314364 0.185140 -1.126966 0.5 0.0 0.6
H 4.789735 -0.530006 -0.445634 -0.6 0.7 0.3
H 4.950895 -1.361943 -1.847006 -0.4 -0.6 -0.6
H 4.607444 -2.700961 0.048568 0.0 0.1 0.0
C -3.168915 0.132508 -1.536016 -0.1 -0.6 -0.1
C -3.249538 1.618392 -1.156809 -0.3 -0.2 -0.2
O -2.749330 1.760264 0.141626 -0.3 0.3 0.6
H -3.744273 -0.234416 -2.385965 0.0 0.5 -0.3
H -3.433983 -0.554748 -0.732570 -0.5 0.4 0.5
H -2.132156 -0.164716 -1.693801 0.2 0.4 -0.4
H -4.220573 2.113219 -1.138588 -0.3 -0.5 -0.4
H -2.616643 2.201629 -1.825673 0.0 0.0 -0.5
H -1.964337 1.212206 0.070798 1.1 -0.2 0.8
```
Forces are in eV/Å.

=====

No. 3
Below is a 7-piece molecular cluster, C14H43N5O7 overall, with properties calculated with ωB97M-V/def2-TZVPD.

- E_HOMO (eV) = -9.4
- charge = 0
- SMILES = COC[C@H](C)N.NC(N)=O.NC(N)=O.CCO.CCO.CCO.CCO
- relative energy (zero: lowest compared OMol25 entry of this formula, charge and spin) (kJ/mol) = 253.9
- multiplicity = 1

Geometry as XYZ:
```
69
Properties=species:S:1:pos:R:3:forces:R:3
C 4.485941 7.411163 12.949063 0.5 -0.2 0.2
O 5.128753 8.183688 13.937611 -1.2 1.9 0.6
C 4.282044 9.259526 14.542914 0.8 -0.3 0.4
C 4.467628 10.682273 14.011872 1.7 1.1 -0.7
C 3.721279 11.875906 14.695146 -0.3 -1.6 0.2
N 4.322615 10.735190 12.543158 -0.8 -0.2 0.2
H 3.657173 6.834138 13.359294 -0.5 0.4 -0.1
H 5.200916 6.642809 12.654888 0.2 0.2 -0.3
H 4.238145 8.050297 12.101590 -0.5 -0.5 -0.2
H 3.208132 9.088053 14.469340 -0.1 -0.8 0.0
H 4.632002 9.217330 15.574350 -0.4 0.1 0.2
H 5.510465 10.977638 14.127362 0.4 -0.4 0.4
H 3.972635 11.914672 15.755061 0.0 -0.2 0.1
H 2.642840 11.731881 14.629314 -0.2 0.2 -0.1
H 3.994763 12.856688 14.306079 0.0 -0.3 -0.4
H 3.362317 10.511107 12.324736 -0.7 0.4 -0.2
H 4.763403 9.902308 12.179677 0.8 0.1 -0.2
N 5.150841 18.618614 11.469314 6.5 -2.6 4.7
C 4.164257 19.039470 10.847097 -4.1 2.7 -1.2
N 4.032933 18.590176 9.644872 -0.9 -1.9 -4.9
O 3.406001 19.850991 11.311427 -1.9 1.8 1.0
H 5.760466 17.888458 11.129689 0.0 0.4 0.4
H 5.301259 19.104161 12.342081 0.4 -0.5 0.0
H 4.696322 17.943340 9.242845 -0.4 0.2 -0.1
H 3.220234 18.868159 9.113507 0.3 -0.1 0.1
N -0.105111 11.181057 9.436587 -6.8 1.2 -3.0
C 1.050354 11.118009 9.909997 2.1 -4.5 2.4
N 1.834438 12.098614 9.637160 4.3 3.5 -0.2
O 1.295585 10.070841 10.528070 1.8 0.3 0.9
H -0.664572 10.351533 9.574428 -0.2 0.5 -0.2
H -0.439245 12.040631 9.024792 -0.5 -0.5 -0.1
H 1.693657 12.817846 8.942195 -0.4 -0.4 0.2
H 2.778642 12.069680 9.994562 -0.1 -0.1 0.1
C 0.790837 14.563344 12.592979 0.7 1.5 1.0
C -0.183902 13.456966 12.669946 -1.1 -1.2 0.1
O -0.225370 12.779410 13.956180 0.4 0.6 -0.7
H 0.413480 15.456735 13.090524 -0.3 0.0 0.2
H 1.034587 14.941723 11.600250 0.0 -0.6 -0.2
H 1.708359 14.357221 13.144133 0.2 -0.4 -0.2
H -0.006560 12.686374 11.919722 0.2 0.0 -0.2
H -1.196173 13.830840 12.516238 -0.1 0.2 -0.4
H -0.932103 12.148656 13.800364 0.0 -0.3 0.5
C 9.726042 13.905206 13.555969 1.8 -1.1 -0.9
C 9.297479 12.524737 13.113584 -1.4 0.0 0.6
O 8.194068 12.188150 13.969621 0.4 -1.0 0.1
H 10.465304 14.234110 12.825612 -0.3 0.8 -0.3
H 10.370909 13.718407 14.414662 -0.7 0.6 0.7
H 8.862573 14.559590 13.675596 0.4 0.1 0.1
H 10.059378 11.755506 13.239705 0.1 0.1 0.4
H 9.012614 12.444688 12.064516 -0.3 0.3 -0.2
H 7.471739 12.797017 13.798982 -0.2 0.1 -0.5
C 5.853336 17.148252 15.152929 -0.8 0.2 0.4
C 6.724280 16.025807 15.538064 1.0 -0.8 -0.4
O 7.062301 16.134994 16.897370 0.3 0.4 0.5
H 6.369497 18.081971 15.376228 -0.1 0.1 -0.1
H 4.961817 17.056483 15.773308 -0.3 0.5 -0.3
H 5.642220 17.077984 14.085880 -0.3 0.1 0.1
H 7.573502 16.106793 14.859563 0.6 -0.3 0.2
H 6.280025 15.042120 15.386123 -0.3 -0.1 -0.3
H 7.844354 15.613715 17.092954 0.0 -0.1 -0.1
C 4.253440 14.629325 11.292185 -0.7 -1.4 0.1
C 5.238117 14.374704 12.400893 1.0 1.3 0.5
O 5.969856 13.143511 12.330038 -0.1 1.7 -0.1
H 3.819468 15.621058 11.164772 0.5 0.3 0.4
H 3.409527 13.998239 11.570833 -0.3 -0.3 -0.9
H 4.755875 14.326286 10.373572 -0.4 -0.1 -0.2
H 4.799182 14.503738 13.390230 -0.3 -0.2 0.1
H 5.909902 15.229984 12.328192 0.9 -0.3 0.2
H 5.359224 12.439515 12.560520 -0.5 -0.8 -0.3
```
Forces are in eV/Å.